[1]
Here is a molecular structure, C26H30N4O5PdS2 from the OMol25 dataset. Energies are from ωB97M-V/def2-TZVPD.

E_HOMO (eV): -7.67
HOMO-LUMO gap (eV): 8.0
Energy above the lowest of the compared OMol25 structures with the same formula, charge and spin (kJ/mol): 25.62
LUMO level (eV): 0.366
E_tot (eV): -68798.4531

Structure (XYZ):
```
68
Properties=species:S:1:pos:R:3:forces:R:3:mulliken_charge:R:1
Pd -0.001470 -0.024524 0.146102 -0.061 0.166 -0.215 0.80
O -3.968189 -0.641534 -1.045041 -0.066 -0.057 0.023 -0.69
S -2.572229 -0.775581 -1.377175 -0.025 0.224 0.176 1.34
O -1.888772 -1.971872 -0.950042 0.025 -0.081 0.020 -0.76
N -1.723617 0.452271 -0.739655 -0.499 0.323 -0.384 0.31
C -2.122614 1.790024 -0.913391 -0.037 -0.213 0.004 0.52
C -3.172022 2.176601 -1.719223 0.001 0.083 -0.011 -0.71
C -3.532577 3.528848 -1.876345 -0.028 -0.077 -0.030 -1.08
C -2.859222 4.522226 -1.235666 0.038 0.019 0.032 -0.91
C -1.783341 4.177456 -0.387227 0.007 0.032 -0.023 1.04
C -1.035470 5.159640 0.301621 -0.036 0.032 -0.015 -0.71
C 0.000505 4.793629 1.104667 0.037 -0.020 0.009 -0.82
C 0.281243 3.418983 1.234714 0.033 0.015 0.029 -0.20
N -0.393706 2.481160 0.628219 -0.142 0.067 -0.043 0.07
C -1.414339 2.824174 -0.205350 0.062 -0.033 -0.003 0.28
C -2.462861 -0.678948 -3.138852 0.015 -0.010 -0.095 -0.22
C -1.216977 -0.709053 -3.750452 0.012 0.043 0.024 -0.27
C -1.146670 -0.634252 -5.132283 -0.020 -0.002 0.046 -0.38
C -2.309510 -0.545197 -5.887281 0.033 -0.002 -0.029 -0.60
C -3.548660 -0.530568 -5.266147 -0.030 0.004 0.025 -0.69
C -3.631097 -0.593956 -3.882564 0.039 -0.029 -0.036 -0.21
H -3.752171 1.436235 -2.243420 -0.013 0.022 0.003 0.24
H -4.363455 3.766997 -2.528314 -0.002 -0.006 -0.001 0.40
H -3.128760 5.563194 -1.361282 0.011 0.002 0.007 0.38
H -1.299703 6.202771 0.172316 -0.004 -0.005 -0.008 0.40
H 0.596598 5.524839 1.633281 0.007 -0.016 0.000 0.39
H 1.106493 3.094326 1.862764 -0.028 -0.001 0.020 0.41
H -0.319866 -0.770865 -3.148078 0.019 0.015 0.023 0.31
H -0.181026 -0.637689 -5.617556 0.050 0.002 -0.028 0.40
H -2.248037 -0.486405 -6.966655 0.006 -0.001 0.004 0.39
H -4.453432 -0.465844 -5.856321 0.001 -0.001 0.002 0.39
H -4.585705 -0.582360 -3.374864 0.000 0.000 0.007 0.52
N 1.714261 -0.583509 1.099999 0.836 -0.265 -0.291 -0.33
C 1.847120 -2.053846 1.258971 -0.093 -0.048 0.137 -0.25
C 1.501612 -2.525700 2.662885 0.089 -0.060 -0.007 -0.91
C 0.225960 -1.952390 3.272287 0.018 0.063 0.032 -0.59
C -1.007926 -2.012354 2.383356 -0.060 -0.008 -0.019 -0.78
N -1.212173 -0.739258 1.665663 -0.074 0.074 -0.029 -0.40
H 2.433666 -0.303704 0.429911 0.103 0.167 0.240 0.24
H 1.958836 -0.095434 1.955891 -0.172 -0.013 0.080 0.26
H 2.867814 -2.357987 1.024205 0.005 0.042 -0.041 0.45
H 1.208237 -2.509650 0.504017 -0.033 -0.039 0.039 0.19
H 2.330040 -2.301519 3.342071 0.026 0.000 -0.038 0.35
H 1.430368 -3.615594 2.623279 -0.022 0.002 0.038 0.35
H 0.382437 -0.906061 3.558904 0.023 -0.014 0.040 0.29
H 0.032535 -2.481501 4.206417 -0.030 -0.007 -0.009 0.37
H -1.897320 -2.209918 2.985678 0.002 -0.029 0.002 0.46
H -0.937322 -2.802813 1.635797 0.001 0.013 -0.017 0.39
H -1.277891 0.032124 2.324993 -0.032 -0.041 0.063 0.22
H -2.101412 -0.767397 1.171235 0.005 -0.039 0.080 0.32
C 3.724422 1.622625 -7.543968 0.003 0.002 0.005 -1.42
C 3.376080 1.301102 -6.116257 0.000 0.002 -0.010 0.95
C 3.566191 2.235880 -5.103640 0.009 0.008 0.003 -0.83
C 3.265861 1.932013 -3.784767 -0.019 -0.019 0.026 -0.67
C 2.765585 0.677650 -3.473705 -0.113 0.164 -0.019 -0.42
C 2.569470 -0.272225 -4.465608 0.033 -0.002 -0.004 -0.30
C 2.877112 0.045224 -5.778009 -0.021 -0.020 -0.005 -0.74
S 2.338283 0.285965 -1.808229 -0.200 -0.200 -0.121 1.57
O 3.266544 0.968824 -0.924541 -0.020 0.084 -0.009 -0.85
O 2.372464 -1.162221 -1.696409 -0.002 0.014 -0.048 -0.68
O 0.935578 0.798812 -1.632863 0.347 -0.329 0.338 -0.33
H 3.869682 2.692970 -7.683961 -0.001 0.000 0.000 0.36
H 2.938881 1.292372 -8.224387 -0.001 -0.001 0.002 0.36
H 4.646634 1.118432 -7.839755 0.001 0.001 0.001 0.31
H 3.957868 3.215486 -5.350580 -0.002 -0.001 0.003 0.32
H 3.424234 2.654732 -2.995238 -0.006 0.000 -0.003 0.45
H 2.199374 -1.252899 -4.197105 -0.007 -0.003 0.003 0.57
H 2.732653 -0.697423 -6.554980 0.001 0.004 0.004 0.41
```
Forces are in eV/Å.

[2]
Here is a molecular structure, C47H49BCaN9O4S2 from the OMol25 dataset. Energies are from ωB97M-V/def2-TZVPD.

E_HOMO (eV): -10.46
Net charge: +1
HOMO-LUMO gap (eV): 8.3
Energy above the lowest of the compared OMol25 structures with the same formula, charge and spin (kJ/mol): 7.10
LUMO level (eV): -2.156
E_tot (eV): -111921.5278

Structure (XYZ):
```
113
Properties=species:S:1:pos:R:3:forces:R:3:mulliken_charge:R:1
Ca -1.324696 -0.467178 1.020471 0.348 0.222 -0.376 2.88
C 4.129923 -4.892144 2.430674 0.013 -0.004 0.010 -1.59
C 3.597381 -3.753874 1.608789 -0.018 0.007 0.014 0.97
C 2.796857 -2.770924 2.197943 0.042 0.015 -0.001 -0.77
C 2.263729 -1.743937 1.445750 0.120 0.088 -0.019 -0.63
C 2.529767 -1.691416 0.081481 0.082 -0.025 0.101 0.94
C 3.317961 -2.654230 -0.526763 0.025 -0.030 0.021 -0.50
C 3.857377 -3.676115 0.245018 0.000 -0.009 -0.051 -0.92
S 1.750520 -0.490281 -0.954222 -0.133 0.024 -0.122 0.05
O 0.317323 -0.431212 -0.484836 0.508 -0.013 -0.438 -0.79
C 2.619886 1.017980 -0.492332 -0.009 0.016 0.006 1.41
C 3.828518 0.974013 0.240746 -0.053 -0.007 -0.030 -0.99
C 4.597423 2.094123 0.347542 0.028 -0.021 0.006 -1.53
C 4.227164 3.296276 -0.294390 0.031 0.014 0.025 1.15
C 5.059206 4.443071 -0.248865 -0.014 -0.037 0.012 -0.95
C 4.703327 5.580954 -0.907494 -0.020 0.044 -0.010 -0.78
C 3.491037 5.632183 -1.633294 0.015 0.031 0.015 -0.79
C 2.664840 4.549611 -1.683113 -0.019 -0.038 0.011 -1.22
C 3.012876 3.345528 -1.015803 -0.055 0.006 -0.021 0.79
C 2.193438 2.180955 -1.090143 -0.011 0.085 0.035 0.08
C 0.930986 2.233856 -1.887254 -0.051 -0.018 0.065 -1.32
C 0.999381 1.982649 -3.286424 0.070 -0.007 -0.002 1.24
C 2.231320 1.682852 -3.932087 -0.015 0.013 0.014 -1.02
C 2.273235 1.447248 -5.272973 -0.017 -0.002 -0.026 -1.00
C 1.090436 1.495463 -6.049133 0.027 -0.006 -0.006 -0.63
C -0.103696 1.780113 -5.460655 -0.004 0.000 0.033 -1.27
C -0.182293 2.032289 -4.065617 -0.049 -0.009 -0.043 0.74
C -1.413991 2.322712 -3.441513 -0.021 0.008 0.006 -0.97
C -1.471192 2.553124 -2.097955 0.023 -0.027 -0.043 -0.92
C -0.292447 2.518670 -1.322608 -0.004 0.002 -0.010 1.77
S -0.630370 2.824405 0.417282 0.099 0.097 0.131 0.92
O -0.004230 1.745811 1.272172 -0.335 -0.122 -0.180 -0.55
C 0.326348 4.299480 0.707077 0.089 -0.102 0.085 0.17
C -0.082160 5.492581 0.131544 -0.033 -0.023 0.001 -0.60
C 0.607336 6.654177 0.434327 0.015 0.040 -0.034 -0.85
C 1.693056 6.638621 1.306850 0.007 -0.006 -0.020 0.90
C 2.456426 7.896037 1.613004 0.003 0.019 0.015 -1.45
C 2.068828 5.427257 1.881542 0.009 -0.050 0.008 -0.86
C 1.387695 4.254044 1.594749 0.026 0.085 -0.038 -0.29
H 4.327028 -4.580390 3.455529 -0.005 -0.003 -0.003 0.38
H 5.050351 -5.292368 2.007772 -0.007 0.001 -0.007 0.41
H 3.398762 -5.702798 2.469834 -0.010 0.005 0.010 0.26
H 2.580042 -2.824107 3.257785 -0.006 -0.003 -0.011 0.40
H 1.639317 -0.989745 1.912037 0.040 0.002 -0.015 0.55
H 3.507035 -2.610109 -1.593060 0.002 0.010 0.007 0.53
H 4.481901 -4.427119 -0.223830 -0.002 0.004 0.004 0.41
H 4.159672 0.057274 0.701524 -0.031 -0.081 0.035 0.55
H 5.523855 2.061925 0.908173 -0.007 -0.002 -0.002 0.42
H 5.987501 4.391744 0.307162 -0.006 -0.003 -0.001 0.48
H 5.350178 6.448396 -0.882663 -0.008 0.005 0.000 0.46
H 3.218119 6.542033 -2.152294 0.000 -0.001 0.003 0.46
H 1.736333 4.599066 -2.237174 0.003 0.001 0.004 0.42
H 3.141880 1.649356 -3.347593 -0.001 0.004 0.003 0.55
H 3.217253 1.224193 -5.752664 -0.004 0.002 0.000 0.44
H 1.140762 1.306727 -7.113364 0.005 0.000 0.004 0.42
H -1.013921 1.819939 -6.046379 0.005 -0.001 0.005 0.48
H -2.317801 2.342083 -4.037880 0.008 -0.006 -0.003 0.44
H -2.419683 2.741556 -1.608677 0.009 0.010 0.004 0.58
H -0.929235 5.520411 -0.545181 -0.005 -0.016 0.014 0.48
H 0.296267 7.590957 -0.012420 0.000 -0.006 0.005 0.35
H 1.931194 8.779137 1.252311 -0.001 -0.007 -0.004 0.38
H 3.439858 7.872074 1.138457 0.006 -0.009 -0.009 0.25
H 2.615722 8.009102 2.685699 0.002 -0.008 -0.005 0.37
H 2.906984 5.400592 2.568379 -0.001 0.007 -0.002 0.39
H 1.669675 3.309350 2.042032 -0.005 -0.002 0.005 0.50
B -3.733230 -0.283239 -1.084160 -0.094 -0.019 0.052 0.17
N -4.017356 0.858064 -0.068163 0.056 -0.008 -0.005 0.44
C -5.066206 1.681713 0.043477 -0.030 -0.006 -0.018 -0.33
C -4.909748 2.442233 1.190956 -0.007 0.004 -0.027 -1.21
C -3.703178 1.995257 1.729187 0.070 0.005 0.038 -0.79
N -3.169234 1.041160 0.967421 -0.403 0.248 -0.085 0.10
N -4.026430 -1.636293 -0.365925 0.050 0.046 0.061 -0.63
C -5.019837 -2.518488 -0.523965 -0.032 0.002 -0.025 -0.40
C -4.849960 -3.541492 0.395552 -0.006 0.015 -0.028 -1.52
C -3.689709 -3.183032 1.086402 0.065 -0.018 0.036 -0.63
N -3.202059 -2.030027 0.624929 -0.213 -0.097 -0.102 0.85
H -4.447070 -0.165395 -2.043535 0.020 -0.005 -0.011 -0.19
H -2.544718 -0.257103 -1.354302 0.021 -0.009 0.038 -0.09
H -5.849177 1.667297 -0.697155 0.003 0.017 0.017 0.48
H -5.564600 3.207967 1.568506 0.006 -0.009 -0.002 0.52
H -3.181975 2.328544 2.614590 -0.020 0.001 -0.004 0.63
H -5.769534 -2.364149 -1.282676 0.001 -0.014 0.020 0.52
H -5.461406 -4.417393 0.527781 0.004 0.005 -0.004 0.52
H -3.168770 -3.711758 1.873239 -0.014 0.006 0.004 0.65
N -4.774364 -2.090167 4.394278 0.010 -0.003 -0.035 -0.73
C -3.997970 -0.978625 3.859395 -0.013 -0.023 -0.005 0.20
C -2.535010 -1.371325 3.775689 0.006 0.107 -0.087 0.23
O -2.216702 -2.484602 4.377507 0.007 0.048 0.058 -0.43
O -1.710788 -0.688897 3.185101 -0.051 -0.235 0.736 -0.89
H -5.470549 -1.793405 5.062261 0.006 0.010 0.016 0.23
H -3.073578 -2.821841 4.741451 -0.040 -0.046 0.019 0.44
H -5.241056 -2.598039 3.653266 -0.017 -0.008 -0.004 0.19
H -4.047751 -0.110921 4.519203 -0.018 0.001 0.007 0.54
H -4.301738 -0.644136 2.866443 -0.006 0.001 -0.005 0.03
C -1.878786 -5.772191 -1.920720 -0.030 0.035 -0.002 -1.13
C -1.061910 -6.660194 -0.987471 0.002 -0.041 -0.017 0.89
C -1.885751 -7.086244 0.223171 -0.010 0.003 0.027 -1.31
C 0.253752 -5.998114 -0.575512 0.028 0.098 0.041 -1.52
N 0.048426 -4.803265 0.238059 0.044 -0.028 0.012 1.16
C -0.230478 -3.554630 -0.129527 -0.161 0.038 -0.057 -1.41
N -0.437853 -2.841228 0.949383 0.133 -0.201 0.271 0.80
N -0.266398 -3.681703 1.993744 -0.087 -0.017 -0.088 -0.44
N 0.022475 -4.856987 1.578384 -0.017 0.015 -0.008 -0.63
H -2.765637 -6.301510 -2.269037 0.013 -0.013 -0.002 0.43
H -1.307291 -5.466136 -2.799969 0.009 -0.003 0.008 0.36
H -2.232492 -4.874580 -1.404826 -0.003 -0.010 -0.002 0.00
H -0.760012 -7.557325 -1.536879 -0.008 0.004 -0.009 0.30
H -2.259062 -6.215120 0.766779 0.005 -0.007 -0.003 0.10
H -1.304929 -7.691238 0.920671 0.006 -0.002 -0.012 0.37
H -2.749546 -7.669257 -0.096278 0.002 0.004 -0.005 0.45
H 0.831000 -5.691370 -1.448374 -0.004 -0.029 -0.017 0.45
H 0.866002 -6.667551 0.025853 -0.018 -0.025 0.007 0.42
H -0.295396 -3.207322 -1.147233 0.033 0.004 0.017 0.62
```
Forces are in eV/Å.

[3]
Here is a molecular structure, C8H8F2NO2P from the OMol25 dataset. Energies are from ωB97M-V/def2-TZVPD.

E_HOMO (eV): -9.59
HOMO-LUMO gap (eV): 8.6
Energy above the lowest of the compared OMol25 structures with the same formula, charge and spin (kJ/mol): 380.76
LUMO level (eV): -1.025
E_tot (eV): -28734.1794

Structure (XYZ):
```
22
Properties=species:S:1:pos:R:3:forces:R:3:mulliken_charge:R:1
C -0.605912 1.835954 0.187471 0.465 0.036 -0.161 -0.28
C -1.767242 1.772261 1.095218 -1.104 -1.441 -1.365 -0.34
C -0.455752 0.878240 -0.737658 0.763 0.699 -1.047 -0.69
C -2.826469 0.979917 0.728657 -0.141 1.517 1.868 -0.34
C -1.254588 -0.406587 -0.788189 -0.370 1.976 2.677 -0.29
C -2.756651 0.114593 -0.450392 -1.186 -0.851 -1.777 0.24
C 2.185297 -0.951961 -0.250821 -0.721 -0.178 -0.533 0.95
C 3.661327 -0.668846 -0.090213 0.833 0.502 -0.867 -1.00
N 1.476479 -1.035678 0.873671 -1.876 0.509 0.845 -0.72
O 1.534016 -1.188433 -1.307930 0.407 0.458 -0.602 -0.66
O -3.739378 0.005252 -1.195315 2.781 -0.415 1.528 -0.52
F -0.923657 -1.665659 1.703579 1.411 1.385 -2.114 -0.33
F -0.186897 -2.860181 -0.135002 0.092 0.728 -0.328 -0.29
P -0.055137 -1.354526 0.312186 -0.648 -2.761 2.335 1.11
H 0.103350 2.691364 0.221087 -0.756 -0.683 -0.007 0.37
H -1.859158 2.407032 1.949205 0.042 0.437 0.266 0.46
H 0.254249 0.869088 -1.575525 0.172 0.614 0.844 0.50
H -3.845574 1.147840 1.220412 1.638 -0.622 -0.744 0.33
H -1.018864 -0.844983 -1.701173 -0.529 -0.976 -1.802 0.64
H 4.327965 -1.216139 -0.848725 -1.172 0.577 1.324 0.28
H 3.956279 0.433978 -0.170059 -0.869 -1.382 -0.017 0.24
H 3.796324 -0.942522 0.959523 0.768 -0.127 -0.322 0.34
```
Forces are in eV/Å.

[4]
Here is 2 unconnected molecules or ions with the total composition CH2F2IP from the OMol25 dataset. Energies are from ωB97M-V/def2-TZVPD.

E_HOMO (alpha / beta) (eV): -9.12 / -8.96
HOMO-LUMO gap (alpha / beta) (eV): 7.8 / 7.7
Energy above the lowest of the compared OMol25 structures with the same formula, charge and spin (kJ/mol): 225.04
LUMO level (alpha / beta) (eV): -1.298 / -1.231
E_tot (eV): -23890.3036

Structure (XYZ):
```
7
Properties=species:S:1:pos:R:3:forces:R:3:mulliken_charge:R:1
C 0.984613 -0.532100 -0.075697 -0.753 -0.523 0.075 0.11
F 0.856293 -1.267284 -1.185729 0.076 0.389 0.482 -0.14
F 1.374344 -1.336594 0.914867 -0.139 0.455 -0.413 -0.15
P -1.902765 0.098897 0.558223 0.876 -0.582 0.033 -0.01
I 2.226865 1.169152 -0.341547 -0.149 -0.150 0.056 0.09
H -2.016282 0.470971 -0.786493 -0.034 0.065 -0.368 0.06
H -1.523067 1.396958 0.916375 0.123 0.346 0.135 0.04
```
Forces are in eV/Å.